DFT (the ωB97M-V functional and the def2-TZVPD basis) results for a 3-piece molecular cluster, C39H36F3O9P overall.

Properties
Electronic energy   -76889.461 eV
SMILES string   C#CCCC[PH](O)(COCOCCO)COC(F)(F)F.O=C1c2ccccc2C(=O)c2ccccc21.O=C1c2ccccc2C(=O)c2ccccc21
F_max   5.89 eV/Å

Geometry as ORCA input:
```
! wB97M-V def2-TZVPD RIJCOSX def2/J DEFGRID3
* xyz 0 1
P -3.591 -0.365 0.480
F -0.944 -4.102 0.170
F -0.718 -4.133 2.456
F 0.489 -2.549 1.309
O -5.275 -9.191 -2.502
O 8.941 8.124 1.605
O -4.435 1.152 0.386
O 0.732 2.839 2.054
O -1.000 -6.512 -4.237
O -1.849 -2.351 1.546
O -1.818 1.286 -0.732
O 0.348 2.352 -0.440
O 4.380 5.550 0.584
C -3.081 -6.911 -6.060
C -3.298 -8.592 -0.622
C 0.922 4.060 1.280
C -1.990 -7.100 -3.833
C -5.443 0.124 2.743
C -1.965 0.612 0.579
C -3.207 -8.220 -1.964
C 0.965 3.663 -0.298
C -4.621 -0.999 1.932
C 7.396 5.447 -2.317
C -4.476 1.168 3.555
C 7.911 7.509 1.383
C -2.443 -0.168 5.186
C -4.311 -8.552 -2.891
C -2.077 -7.543 -2.424
C -4.233 -8.091 -4.295
C -1.118 -7.645 -0.210
C 6.375 5.435 -1.371
C 5.434 6.115 0.828
C -4.138 -7.175 -6.926
C -5.236 -7.909 -6.484
C -3.381 0.376 4.462
C -0.772 -3.249 1.300
C 4.622 6.773 3.085
C -1.082 2.518 -0.593
C 5.638 6.797 2.126
C -1.026 -7.266 -1.546
C -2.590 -2.017 0.333
C 6.031 8.005 4.608
C -5.286 -8.367 -5.171
C 8.732 6.834 -0.864
C 4.820 7.377 4.322
C -3.124 -7.374 -4.743
C 7.715 6.811 0.093
C 6.841 7.446 2.403
C 8.571 6.152 -2.066
C 6.531 6.122 -0.165
C 7.038 8.045 3.648
C -2.257 -8.299 0.254
H -6.057 -8.121 -7.162
H -1.256 3.111 -1.582
H -0.302 -7.425 0.472
H -6.020 -0.444 3.584
H 1.914 4.562 1.579
H -0.217 2.768 2.304
H 9.365 6.167 -2.807
H 6.190 8.465 5.578
H -4.038 -1.619 2.710
H -1.503 3.138 0.280
H 7.275 4.907 -3.251
H 3.678 6.281 2.871
H -4.400 1.529 -0.523
H -0.138 -6.752 -1.900
H 2.051 3.707 -0.699
H -4.181 -9.107 -0.255
H 4.031 7.354 5.068
H -4.104 -6.810 -7.948
H -1.015 -0.039 0.688
H -5.121 1.752 4.329
H -2.333 -8.583 1.299
H -1.890 -1.912 -0.593
H -6.147 -8.935 -4.831
H -3.989 1.946 2.869
H 0.357 4.404 -0.936
H -1.605 -0.372 5.953
H -2.226 -6.341 -6.413
H -5.417 -1.728 1.489
H -4.098 -0.650 -0.857
H -6.257 0.664 2.132
H 0.019 4.740 1.489
H 5.460 4.885 -1.575
H -3.358 -2.848 0.043
H 7.978 8.540 3.875
H 9.653 7.377 -0.673
H -1.941 1.371 1.440
*
```

Mulliken atomic charge list, values in e, 2 entries: P 0.5869; F -0.1735

=====

DFT (the ωB97M-V functional and the def2-TZVPD basis) results for a 2-piece molecular cluster, C39H36N3O2 overall.

Properties
Electronic energy   -49585.612 eV
Energy above the lowest of the compared OMol25 structures with the same formula, charge and spin   39.9 kJ/mol
F_max   3.67 eV/Å

Geometry as ORCA input:
```
! wB97M-V def2-TZVPD RIJCOSX def2/J DEFGRID3
* xyz 1 1
O -2.760 -0.243 -2.519
O 1.215 0.177 0.326
N -2.332 1.685 -0.404
N 3.238 -1.783 -1.764
N 3.787 0.137 -0.893
C 3.626 3.714 0.020
C 4.606 -0.072 -2.001
C 3.038 2.586 -2.132
C 4.008 3.680 1.360
C -2.070 -3.789 1.122
C -5.762 -1.036 -0.589
C 1.776 -0.918 0.094
C -2.807 2.983 3.061
C -5.159 -1.546 -2.867
C 0.131 -4.822 1.227
C -0.167 3.484 -0.195
C 3.501 2.531 -0.715
C -0.657 -3.649 1.098
C -0.471 -6.081 1.280
C -2.118 2.374 0.813
C -0.389 2.765 -1.358
C -1.006 3.267 0.912
C -2.663 -5.048 1.198
C -0.800 3.967 2.133
C -1.867 -6.205 1.258
C 4.227 1.261 1.240
C 3.806 1.317 -0.094
C 1.271 -2.200 0.572
C -3.611 -0.040 -1.617
C -7.206 -2.456 -1.941
C -4.877 -0.880 -1.667
C 4.147 4.941 2.155
C -0.050 -2.359 0.849
C 4.272 -1.258 -2.534
C -2.992 2.231 1.895
C -6.927 -1.803 -0.734
C 2.568 -3.033 -2.061
C 4.615 -0.013 1.917
C -1.696 3.837 3.186
C 4.291 2.455 1.961
C 2.986 -0.960 -0.725
C -3.461 0.909 -0.578
C -1.424 1.846 -1.417
C -6.306 -2.324 -3.008
H 4.651 -1.766 -3.405
H 0.641 4.212 -0.118
H 0.161 -6.969 1.337
H 2.028 -2.983 0.731
H 2.756 -3.277 -3.113
H 0.066 4.633 2.198
H 4.592 2.431 3.011
H -2.678 -2.882 1.043
H -1.596 1.237 -2.290
H 1.218 -4.735 1.261
H 3.424 4.672 -0.469
H -4.471 -1.450 -3.707
H -3.835 1.547 1.841
H 2.632 3.588 -2.327
H 3.926 5.810 1.531
H 3.463 4.943 3.013
H -1.544 4.400 4.105
H 1.488 -2.946 -1.910
H -2.329 -7.194 1.283
H 5.030 -0.757 1.229
H -8.110 -3.059 -2.057
H -7.622 -1.890 0.100
H 5.335 0.662 -2.301
H 2.246 1.855 -2.341
H -4.319 1.132 0.053
H -6.491 -2.820 -3.961
H 3.860 2.415 -2.841
H -5.530 -0.552 0.359
H 3.760 -0.455 2.445
H -0.718 -1.495 0.829
H 5.386 0.210 2.670
H 0.217 2.891 -2.251
H 2.945 -3.853 -1.434
H 5.167 5.048 2.549
H -3.753 -5.136 1.200
H -3.531 2.903 3.871
*
```

Mulliken atomic charge list, values in e, 2 entries: O -0.8427; O -0.4717

=====

DFT (the ωB97M-V functional and the def2-TZVPD basis) results for C39H37BN12O4Ti as an isolated structure.

Properties
Electronic energy   -90897.181 eV
Energy above the lowest of the compared OMol25 structures with the same formula, charge and spin   483.1 kJ/mol
<S²>   0.76
F_max   1.00 eV/Å

Geometry as ORCA input:
```
! wB97M-V def2-TZVPD RIJCOSX def2/J DEFGRID3
* xyz 1 2
Ti 1.180 -0.977 -0.314
O 2.915 5.332 -4.549
O 3.037 -0.738 -0.976
O 4.689 4.110 -4.418
O 0.675 0.674 -1.135
N 0.953 -2.285 -2.080
N 0.340 1.457 3.474
N -2.183 -0.967 -1.544
N -0.330 0.406 1.522
N 1.871 -0.930 1.530
N -4.563 -0.522 -1.863
N -3.151 -0.943 -3.786
N -3.699 -2.751 -2.255
N 3.527 4.357 -4.173
N 1.506 7.151 6.932
N -1.293 1.217 0.977
N 0.907 -2.964 0.434
C 0.608 -3.970 -0.401
C -4.300 -0.194 -3.263
C -3.440 -2.371 -3.646
C 1.371 1.543 -1.819
C 1.177 -3.172 1.727
C 0.393 -5.246 0.084
C -0.908 -0.236 2.707
C 0.164 4.026 6.111
C 0.743 2.707 -2.297
C 1.446 3.613 -3.057
C 2.758 1.342 -2.098
C 1.316 6.176 6.355
C -4.832 -1.955 -1.769
C 2.864 0.370 3.326
C 0.999 -4.443 2.275
C -0.544 0.444 3.793
C 2.180 -1.935 3.681
C 1.081 4.962 5.633
C 1.531 3.538 3.749
C 0.768 1.241 2.108
C 2.134 0.414 2.008
C 2.843 -0.722 4.099
C 3.501 0.206 -1.622
C 0.682 -3.587 -1.840
C 1.208 -1.901 -3.329
C 1.740 -1.978 2.401
C -2.529 -2.396 -1.463
C -0.085 2.866 5.406
C 0.566 -5.464 1.450
C 1.764 4.706 4.451
C 3.459 2.285 -2.873
C -1.990 -0.628 -2.963
C 0.845 -4.098 -4.170
C 0.590 2.615 4.209
C 2.795 3.385 -3.343
C -2.125 2.004 0.794
C 1.180 -2.773 -4.405
C -3.371 -0.214 -1.085
C 0.593 -4.511 -2.872
B -3.205 3.091 0.510
H -4.206 2.502 0.198
H -2.752 3.799 -0.353
H 2.733 0.943 1.252
H 2.485 5.422 4.083
H 0.836 2.181 1.562
H -3.558 -0.452 -0.035
H -0.362 4.217 7.036
H -2.721 -2.648 -0.416
H 0.117 -6.059 -0.570
H 2.087 -2.777 4.349
H -3.168 0.853 -1.172
H 1.216 -4.623 3.317
H -5.715 -2.193 -2.363
H 2.100 3.350 2.850
H -3.313 3.654 1.569
H 0.408 -6.453 1.857
H 0.344 -5.540 -2.663
H 1.411 -2.413 -5.396
H -1.781 0.443 -3.035
H -0.817 2.170 5.788
H -1.131 -1.182 -3.350
H -5.030 -2.216 -0.727
H 0.791 -4.804 -4.987
H -2.586 -2.945 -4.018
H -1.681 -2.988 -1.820
H -4.100 0.876 -3.349
H 3.362 -0.711 5.048
H 3.412 1.249 3.638
H -5.182 -0.435 -3.859
H -0.299 2.867 -2.056
H 4.574 0.170 -1.854
H 1.420 -0.847 -3.475
H 4.508 2.155 -3.102
H -0.830 0.246 4.811
H -1.584 -1.063 2.590
H 0.974 4.506 -3.441
H -4.315 -2.618 -4.250
*
```

Mulliken atomic charge list, values in e, 2 entries: Ti -0.5270; O -0.6071

=====

DFT (the ωB97M-V functional and the def2-TZVPD basis) results for C39H37BN7O4SSe2Te2W as an isolated structure.

Properties
Electronic energy   -218285.125 eV
Energy above the lowest of the compared OMol25 structures with the same formula, charge and spin   137.6 kJ/mol
<S²>   2.03
F_max   3.24 eV/Å

Geometry as ORCA input:
```
! wB97M-V def2-TZVPD RIJCOSX def2/J DEFGRID3
* xyz -1 3
W -0.472 2.067 -0.402
Te -1.949 5.375 1.193
Te -3.172 7.323 -0.035
Se -2.579 2.035 0.538
Se -0.108 4.356 -0.171
S 1.774 -2.440 2.141
O 2.607 -2.418 3.347
O 2.434 -2.923 0.943
O -0.195 2.074 3.220
O 0.220 1.563 1.208
N 0.138 1.975 -2.636
N 0.179 -0.991 -1.461
N 2.000 1.272 -0.366
N -0.730 -0.210 -0.782
N 0.962 -1.132 1.838
N 2.374 0.277 -1.209
N 0.775 0.827 -3.088
C 2.921 1.993 1.992
C 2.880 4.062 3.260
C 3.096 3.346 4.416
C -4.463 -0.478 2.288
C -2.315 3.853 -3.766
C 1.122 -5.109 2.765
C -3.158 -0.738 1.824
C 0.886 0.864 -4.441
C -0.716 -3.576 2.461
C -1.239 -2.356 -0.583
C 0.641 -3.835 2.478
C -5.278 -0.306 0.019
C -1.143 -5.862 3.095
C 4.081 -1.559 -1.400
C 0.226 -6.091 3.105
C 0.730 -3.382 -1.841
C -1.073 6.203 -4.537
C 0.275 2.018 -4.868
C -2.485 6.133 -4.463
C 3.281 1.975 4.349
C -3.978 -0.569 -0.447
C -3.087 4.978 -4.011
C -0.912 3.927 -3.812
C 3.742 0.122 0.490
C 3.437 -0.426 -0.722
C -2.894 -0.803 0.446
C 1.608 -0.128 -5.249
C -1.575 -1.083 -0.204
C -0.287 5.104 -4.238
C 0.095 1.208 2.474
C -5.498 -0.221 1.389
C 2.820 1.168 0.694
C -0.126 2.678 -3.752
C 0.403 -0.231 2.888
C 2.814 3.381 2.017
C -1.588 -4.595 2.746
C 3.219 1.294 3.138
C -2.126 -7.011 3.342
C -0.098 -2.281 -1.352
B 1.333 -0.317 -2.203
H -0.609 7.155 -4.843
H -2.120 -7.761 2.547
H 0.782 5.121 -4.330
H 4.441 -0.221 1.222
H -3.140 -6.591 3.298
H 2.186 -5.286 2.757
H 2.568 3.933 1.095
H 1.877 0.282 -6.237
H 3.167 3.888 5.339
H 0.975 -1.022 -5.389
H -6.530 -0.047 1.746
H 1.773 -3.175 -1.515
H -4.620 -0.461 3.359
H 1.158 -0.137 3.682
H -1.782 -3.221 -0.213
H -2.709 2.871 -3.493
H 0.434 -4.335 -1.421
H 2.558 -0.390 -4.804
H 2.742 5.145 3.329
H -3.777 -0.659 -1.498
H -0.555 -0.530 3.353
H -2.376 -0.907 2.561
H -3.125 6.976 -4.705
H 5.146 -1.583 -1.135
H -4.166 4.917 -3.959
H -1.110 -2.606 2.168
H 0.103 2.370 -5.889
H 3.524 1.423 5.257
H -6.040 -0.157 -0.712
H 1.832 -1.165 -2.848
H 3.986 -1.572 -2.500
H 0.569 -7.063 3.439
H -2.629 -4.349 2.743
H 0.692 -3.536 -2.910
H -1.994 -7.464 4.345
H 3.306 0.234 3.065
H 3.634 -2.455 -0.973
*
```

Mulliken atomic charge list, values in e, 2 entries: W -0.3683; Te 0.0869

=====

DFT (the ωB97M-V functional and the def2-TZVPD basis) results for C39H37Co2N3O6P as an isolated structure.

Properties
Electronic energy   -142337.183 eV
Energy above the lowest of the compared OMol25 structures with the same formula, charge and spin   219.7 kJ/mol
F_max   4.87 eV/Å

Geometry as ORCA input:
```
! wB97M-V def2-TZVPD RIJCOSX def2/J DEFGRID3
* xyz -1 1
Co 6.526 2.539 2.864
Co 7.971 0.025 4.259
P -3.719 -0.855 1.354
O 3.972 1.077 2.849
O 6.715 4.396 5.181
O 10.450 -1.530 3.932
O 5.616 -1.725 4.005
O 6.843 3.867 0.278
O 7.692 1.445 6.843
N 1.378 0.539 -1.532
N -5.584 -5.429 -2.055
N -7.245 3.364 -1.064
C 1.777 1.905 -1.874
C 8.327 1.735 3.161
C -4.882 0.341 0.650
C -3.574 -2.549 -0.868
C 6.705 3.397 1.303
C -5.655 -5.205 -3.496
C -5.524 0.121 -0.551
C -2.201 -0.348 0.502
C -5.063 -4.414 -1.204
C 6.617 3.666 4.316
C 0.178 0.281 -0.802
C 9.646 2.133 2.712
C -4.021 -3.593 -1.644
C 7.795 0.905 5.846
C -7.174 3.550 -2.511
C 8.094 1.075 -1.354
C -5.613 -4.167 0.055
C -5.852 -6.785 -1.573
C 6.528 -1.052 4.122
C -4.161 -2.296 0.355
C -5.069 1.526 1.329
C -6.503 2.320 -0.443
C -2.153 0.719 -0.374
C -5.881 2.505 0.793
C 9.493 -0.926 4.056
C 7.524 0.752 2.391
C 6.871 0.678 -1.848
C 6.128 0.282 0.387
C -8.251 4.143 -0.339
C 5.877 0.308 -0.971
C 1.950 -0.533 -2.354
C 8.341 1.061 0.005
C -6.323 1.099 -1.097
C -5.172 -3.108 0.822
C -0.975 1.040 -1.012
C 7.353 0.684 0.902
C 4.951 1.655 2.893
C -1.072 -1.098 0.738
C 0.106 -0.793 0.088
H -4.548 1.684 2.262
H 8.866 1.428 -2.031
H -2.781 -1.908 -1.225
H -6.899 -7.044 -1.729
H -8.067 3.158 -2.992
H -5.631 -2.883 1.774
H -6.605 -5.561 -3.888
H 1.279 2.620 -1.220
H 0.988 -1.371 0.284
H 1.379 -1.452 -2.228
H -6.837 0.922 -2.025
H -0.939 1.852 -1.715
H -5.229 -7.496 -2.116
H -5.581 -4.142 -3.720
H 2.852 2.026 -1.747
H -6.418 -4.784 0.404
H -8.317 3.815 0.698
H -5.618 -6.867 -0.511
H -6.304 3.037 -2.918
H 5.366 -0.035 1.076
H -6.003 3.439 1.306
H 2.984 -0.725 -2.077
H 4.905 0.066 -1.360
H -9.227 4.005 -0.805
H -7.999 5.203 -0.363
H 1.914 -0.257 -3.407
H -5.385 -0.815 -1.071
H 9.302 1.370 0.388
H 10.460 2.076 3.413
H -3.046 1.288 -0.578
H -4.848 -5.727 -4.005
H -1.136 -1.936 1.419
H 6.720 0.600 -2.917
H -3.554 -3.801 -2.591
H -7.080 4.605 -2.752
H 1.520 2.133 -2.908
H 9.760 2.752 1.853
*
```

Mulliken atomic charge list, values in e, 2 entries: Co 0.0029; Co -0.0151